No. 1
Formula: C34H30BrN4O3Y
Source: OMol25
Level of theory: ωB97M-V/def2-TZVPD

Each line ends with the Mulliken charge.
Cartesian coordinates (Å):
Y: -0.61130 2.00152 -1.13702  1.1063
Br: 1.90485 -4.14486 6.50194  -0.1592
C: 0.26176 -3.88569 5.60812  -0.2915
C: -0.93100 -3.97280 6.30829  -0.4042
C: -2.12922 -3.79904 5.63820  -0.4342
C: -2.13530 -3.47143 4.28379  -0.0704
C: -0.92414 -3.42064 3.58099  0.0826
C: 0.26626 -3.63988 4.24092  0.1865
N: -3.39064 -3.31893 3.66435  -0.5436
N: -3.60818 -2.56074 2.71063  -0.3482
C: -2.78991 -1.52079 2.26925  -0.1685
C: -2.18725 -0.62199 3.13422  -0.4504
C: -1.50399 0.50039 2.66974  -0.6657
C: -1.37490 0.75324 1.31552  0.9591
O: -0.69572 1.78649 0.82011  -1.0906
C: -2.01613 -0.14084 0.40860  0.6316
N: -1.91319 0.14898 -0.93508  -0.2426
C: -2.53370 -0.64231 -1.80088  -0.3274
C: -3.29449 -1.74560 -1.41582  -1.0624
C: -3.40359 -2.05477 -0.08102  -0.5664
C: -2.75113 -1.25521 0.87432  0.5520
H: -0.92434 -4.17998 7.36923  0.4418
H: -3.07493 -3.89415 6.15529  0.4610
H: -0.92622 -3.24864 2.51266  0.4568
H: 1.20143 -3.62093 3.69923  0.2153
H: -2.27392 -0.78703 4.20033  0.4711
H: -1.05691 1.19910 3.36541  0.5127
H: -2.43707 -0.38939 -2.85108  0.5659
H: -3.79571 -2.33542 -2.16955  0.4726
H: -4.00024 -2.89339 0.25500  0.5733
C: -0.05143 2.45608 -5.58220  -1.7785
C: 0.01759 2.97634 -4.18734  1.1449
O: -0.51518 2.31721 -3.27053  -0.6443
C: 0.70697 4.23445 -3.90542  0.7449
C: 1.11865 5.07588 -4.94440  -0.6039
C: 1.77475 6.26139 -4.66691  -0.8624
C: 2.03035 6.62704 -3.35346  -0.4133
C: 1.62655 5.80288 -2.30665  -1.2300
C: 0.97370 4.62164 -2.58161  0.6227
H: -0.51324 1.47271 -5.59035  0.3154
H: 0.94344 2.40058 -6.02492  0.4543
H: -0.64683 3.12750 -6.20512  0.4676
H: 0.91736 4.81447 -5.97407  0.4400
H: 2.09006 6.90162 -5.47927  0.4285
H: 2.55203 7.55027 -3.14021  0.4293
H: 1.83239 6.08778 -1.28361  0.4447
H: 0.71078 3.97392 -1.74945  0.3230
N: -2.72317 4.85277 -0.80434  0.0166
C: -2.08172 3.91417 -0.96336  0.0859
H: -3.29396 5.66838 -0.65527  0.3043
C: 1.56763 -4.69078 0.49945  -1.4882
C: 1.75524 -3.22511 0.27840  0.4629
C: 1.28888 -2.59902 -0.88102  -1.2190
C: 1.44778 -1.24605 -1.08710  1.3334
C: 1.06857 -0.67626 -2.42940  -1.2493
C: 2.06693 -0.45867 -0.07493  1.1278
C: 2.16297 0.96048 -0.16690  -0.8216
O: 1.53616 1.70289 -0.95575  -0.5178
C: 2.58372 -1.08845 1.09158  0.9595
C: 3.27995 -0.32342 2.18405  -2.1108
C: 2.41883 -2.45198 1.23049  -0.6810
H: 1.08293 -5.17286 -0.34631  0.3838
H: 0.96347 -4.86205 1.39315  0.2321
H: 2.52901 -5.17695 0.67366  0.4047
H: 0.82483 -3.19915 -1.65483  0.3372
H: 0.66750 -1.45674 -3.07221  0.3861
H: 1.94764 -0.24339 -2.90933  0.3687
H: 0.32457 0.11270 -2.35314  0.1414
H: 2.83811 1.44963 0.54079  0.5274
H: 2.67688 0.50962 2.54466  0.4500
H: 4.23557 0.07219 1.83322  0.4190
H: 3.48323 -0.97643 3.02891  0.3966
H: 2.82933 -2.94255 2.10538  0.6044

Computed properties:
charge	+2
energy	-118921.3721	eV
gap between HOMO and LUMO	5.70	eV
HOMO energy	-12.087	eV
multiplicity	1
strongest force on any atom	2.198	eV Å⁻¹

No. 2
Formula: C3H3LiO4Y
Source: OMol25
Level of theory: ωB97M-V/def2-TZVPD

Each line ends with the Mulliken charge.
Cartesian coordinates (Å):
O: -0.88393 0.12437 0.24460  -0.7785
C: -0.22972 -0.91092 -0.05037  0.1801
C: 0.62480 -0.72986 -1.27315  -0.4002
H: 0.19810 -1.38631 -2.05179  0.3565
H: 1.63306 -1.11668 -1.04295  0.3338
C: -0.85163 1.35206 2.46224  0.8661
O: -0.54309 2.25884 1.77766  -0.4967
O: -0.82700 0.45694 3.22428  -0.3388
Li: -0.25136 1.78914 -0.49715  0.8695
Y: -0.67437 -3.20010 1.41388  0.6486
O: 0.66943 0.62941 -1.68716  -0.5253
H: 1.13571 0.73310 -2.52008  0.2849

Computed properties:
charge	+1
energy	-12589.1321	eV
gap between HOMO and LUMO (alpha / beta)	6.31 / 6.30	eV
HOMO energy (alpha / beta)	-9.878 / -9.871	eV
multiplicity	1
strongest force on any atom	2.934	eV Å⁻¹

No. 3
Formula: C12H24BrN6OSi2
Source: OMol25
Level of theory: ωB97M-V/def2-TZVPD

Each line ends with the Mulliken charge.
Cartesian coordinates (Å):
O: 0.24434 5.62108 1.02404  -0.4207
C: -0.11603 4.69534 1.63426  0.6841
N: -0.56933 3.75785 2.26196  -0.3930
C: 0.40495 2.93976 2.89138  0.5015
N: 0.86511 1.94231 2.17277  -0.2474
N: 1.77342 1.18282 2.75194  0.0770
C: 2.09903 1.48502 3.99482  0.5241
C: 3.11644 0.62731 4.65979  -0.7004
C: 2.56372 -0.69892 5.15241  -0.6869
C: 2.06753 -1.69317 4.09598  -0.6971
Br: 3.21559 -1.88013 2.54805  -0.1657
N: 1.62279 2.48794 4.70635  -0.2533
N: 0.71183 3.25379 4.12482  -0.4241
H: 3.94631 0.47248 3.98973  0.3669
H: 3.49983 1.15797 5.51533  0.3048
H: 1.75056 -0.55165 5.84647  0.3691
H: 3.36493 -1.19768 5.67508  0.3084
H: 1.04996 -1.47737 3.81840  0.3912
H: 2.06042 -2.66321 4.55371  0.4580
C: 0.68656 -0.78048 -0.01273  -0.8721
Si: -0.11246 -0.40943 -1.68805  -0.0571
C: 1.23147 -0.73304 -2.98752  -1.0606
C: -0.46750 1.45540 -1.68761  -1.0077
N: -1.48288 -1.36611 -1.86959  -0.0958
Si: -2.49988 -1.36174 -3.20644  0.1274
C: -1.65534 -1.87814 -4.82475  -1.0536
C: -3.35454 0.30231 -3.52288  -1.0599
C: -3.89486 -2.61504 -2.92816  -1.0365
H: 1.58362 -0.16922 0.13436  0.2211
H: -0.01195 -0.56031 0.79764  0.1969
H: 0.97633 -1.83133 0.05184  0.3036
H: 2.17674 -0.25145 -2.70249  0.3507
H: 0.95120 -0.33997 -3.96686  0.2888
H: 1.41535 -1.80461 -3.08256  0.2510
H: -1.29048 1.68402 -1.00761  0.2488
H: -0.72788 1.81871 -2.68401  0.3431
H: 0.41390 2.02131 -1.35446  0.3329
H: -0.98188 -1.10267 -5.19495  0.3074
H: -2.39804 -2.06585 -5.61206  0.3474
H: -1.08233 -2.79526 -4.67763  0.2524
H: -3.79164 0.68566 -2.59922  0.2508
H: -4.16158 0.19515 -4.26038  0.3509
H: -2.65773 1.04677 -3.91306  0.3079
H: -4.47110 -2.35172 -2.03877  0.2523
H: -3.48535 -3.61832 -2.79347  0.2538
H: -4.57914 -2.63620 -3.78587  0.2596

Computed properties:
charge	-1
energy	-109620.8332	eV
gap between HOMO and LUMO	4.12	eV
HOMO energy	-3.366	eV
multiplicity	1
strongest force on any atom	1.559	eV Å⁻¹

No. 4
Formula: C32H31BrN3OP2Pt
Source: OMol25
Level of theory: ωB97M-V/def2-TZVPD

Each line ends with the Mulliken charge.
Cartesian coordinates (Å):
Pt: 0.09030 -0.30070 -0.07494  0.8438
Br: -1.61670 4.23037 5.85975  -0.1964
C: -1.14391 2.84101 4.65736  -0.2647
C: -1.32701 1.49824 5.04058  -0.4536
C: -0.96568 0.48874 4.19644  -0.4714
C: -0.37859 0.73426 2.91407  0.4214
O: 0.02915 -0.25793 2.22288  -0.8267
C: -0.25669 2.11577 2.52615  0.1122
C: 0.32894 2.52143 1.30523  0.0296
N: 0.59677 1.76379 0.28702  0.2072
C: 1.37105 2.25735 -0.78139  -0.0008
C: 1.30103 3.52913 -1.29626  -0.2064
C: 2.15824 3.93127 -2.33797  -1.0344
C: 3.09001 3.07624 -2.85650  -0.8641
C: 3.18816 1.75578 -2.36312  1.0721
C: 4.11574 0.80530 -2.84878  -0.7118
C: 4.12425 -0.45986 -2.33216  -0.7803
C: 3.19644 -0.79155 -1.32737  -0.4487
N: 2.33207 0.06861 -0.85114  -0.4009
C: 2.31012 1.33844 -1.33719  0.3406
C: -0.62048 3.13780 3.43779  -0.8968
H: -1.74901 1.27667 6.01191  0.4377
H: -1.07871 -0.54618 4.49272  0.4812
H: 0.60986 3.57460 1.24731  0.4430
H: 0.57855 4.23260 -0.90255  0.5576
H: 2.07304 4.93701 -2.72758  0.4216
H: 3.75737 3.39013 -3.64931  0.4472
H: 4.80894 1.09569 -3.62887  0.4537
H: 4.82625 -1.20587 -2.67758  0.4310
H: 3.17130 -1.78690 -0.89672  0.5321
H: -0.48304 4.17190 3.14442  0.4613
C: 0.59179 -0.52370 -4.03670  -1.5595
P: -0.52676 -0.15461 -2.63848  1.3372
C: -1.47807 1.26045 -3.30946  -1.3407
C: -1.74323 -1.51743 -2.63484  0.1750
C: -1.78004 -2.48690 -3.63138  -0.7378
C: -2.68777 -3.53501 -3.56722  -0.7648
C: -3.58215 -3.61073 -2.51292  -0.9519
C: -3.55365 -2.64896 -1.51300  -0.7985
C: -2.63040 -1.61086 -1.55051  0.3776
P: -2.51384 -0.38578 -0.19126  0.6739
C: -4.07616 0.56292 -0.42410  -1.4711
C: -2.91750 -1.28889 1.34226  -1.1344
H: 1.14996 -1.43850 -3.83760  0.3203
H: 1.30183 0.29931 -4.12188  0.3750
H: 0.03932 -0.61427 -4.97192  0.5489
H: -2.01488 0.97433 -4.21364  0.4091
H: -0.77749 2.06623 -3.53490  0.4685
H: -2.18142 1.61914 -2.56015  0.2396
H: -1.09421 -2.43994 -4.46738  0.3611
H: -2.69370 -4.29027 -4.34218  0.4404
H: -4.30143 -4.41774 -2.46441  0.4439
H: -4.25833 -2.72463 -0.69466  0.3314
H: -4.91761 -0.12925 -0.37883  0.4264
H: -4.09106 1.07402 -1.38472  0.3915
H: -4.16746 1.29984 0.37374  0.4652
H: -3.81658 -1.89547 1.24203  0.5937
H: -3.08315 -0.55345 2.13102  0.4184
H: -2.06754 -1.90343 1.62791  0.0805
N: 0.04554 -2.24423 -0.27389  0.9190
C: 0.10340 -3.54026 -0.15771  -0.3449
C: 0.40255 -4.37411 -1.28332  -0.0500
C: 0.43271 -5.73802 -1.14731  -0.7698
C: 0.17444 -6.33781 0.08733  -0.4107
C: -0.10637 -5.54525 1.20277  -0.7159
C: -0.14096 -4.17864 1.10127  -0.0975
H: 0.59774 -3.89705 -2.23495  0.4554
H: 0.66122 -6.35648 -2.00547  0.4237
H: 0.20273 -7.41436 0.18278  0.4095
H: -0.29258 -6.01208 2.16090  0.4195
H: -0.32820 -3.54754 1.96046  0.5067

Computed properties:
charge	+1
energy	-132064.6963	eV
gap between HOMO and LUMO (alpha / beta)	6.64 / 5.61	eV
HOMO energy (alpha / beta)	-9.593 / -9.667	eV
multiplicity	5
strongest force on any atom	1.032	eV Å⁻¹

Question: Which of these has the lowest strongest force on any atom?
Answer: C32H31BrN3OP2Pt

Question: What is the formula in the second record?
Answer: C3H3LiO4Y